# 1
Here is a 12-piece molecular cluster, C64H186N32O10P10 overall in a non-equilibrium geometry from OMol25. Energies are from the ωB97M-V functional and the def2-TZVPD basis.

XYZ file:
```
302
C64H186N32O10P10, DFT the ωB97M-V functional and the def2-TZVPD basis
O -3.47180 3.41269 -3.01992
P -4.86888 3.13079 -2.55084
N -4.89372 2.02147 -1.25259
C -6.10132 1.46017 -0.61501
C -3.66348 1.98306 -0.44447
N -5.98533 2.45887 -3.57248
C -6.53684 3.36013 -4.59725
C -6.10244 1.00811 -4.00496
N -5.60006 4.59882 -2.01072
C -4.95835 5.88085 -2.29911
C -7.02390 4.63735 -1.74754
H -6.45808 2.07028 0.21969
H -5.79767 0.48129 -0.27832
H -6.84920 1.35889 -1.39909
H -2.85516 2.29076 -1.13947
H -3.53631 1.01659 0.01521
H -3.68361 2.67124 0.37374
H -6.23780 4.40174 -4.34506
H -6.13028 3.15056 -5.59157
H -7.62174 3.30819 -4.64400
H -5.57579 0.92907 -4.93579
H -5.70835 0.36380 -3.22859
H -7.13692 0.70965 -4.13790
H -5.53656 6.44700 -3.04027
H -4.80748 6.51872 -1.43826
H -3.96788 5.67542 -2.71920
H -7.20400 5.16655 -0.79165
H -7.49566 3.68170 -1.76466
H -7.49836 5.16073 -2.58033
O 0.26855 3.94275 -7.74093
P 0.84872 2.77144 -7.06752
N 1.76197 1.71777 -8.11049
C 1.05072 0.85499 -9.09730
C 2.96779 2.33884 -8.60439
N -0.29100 1.84444 -6.30965
C -1.64596 2.43871 -6.30642
C -0.06278 0.75325 -5.34763
N 1.95906 3.14311 -5.87756
C 2.96897 2.21114 -5.39123
C 2.07004 4.57059 -5.48464
H 0.20538 0.38338 -8.63142
H 1.74739 0.07060 -9.35550
H 0.75449 1.43336 -9.95459
H 3.74830 1.59611 -8.84294
H 3.26627 3.05871 -7.83818
H 2.81887 2.90995 -9.55415
H -2.37231 1.71137 -6.71612
H -1.97149 2.63972 -5.26081
H -1.79211 3.38535 -6.82126
H 0.24950 1.07230 -4.32192
H -0.79731 -0.06437 -5.31941
H 0.81913 0.25025 -5.69162
H 3.00599 2.23355 -4.22826
H 2.73079 1.19422 -5.64562
H 3.96895 2.36721 -5.76858
H 2.88632 5.06819 -6.02569
H 2.24784 4.57820 -4.43464
H 1.13143 5.11861 -5.65475
O -8.03134 -5.84268 -1.14660
P -7.07179 -4.68955 -0.90195
N -6.92600 -4.38331 0.76853
C -6.04546 -3.35263 1.20799
C -7.28068 -5.52188 1.61438
N -7.58766 -3.29235 -1.62061
C -8.98016 -2.98808 -1.78305
C -6.78348 -1.99893 -1.55041
N -5.53255 -4.89697 -1.53338
C -5.36360 -4.67904 -2.95389
C -4.73205 -5.85207 -0.78352
H -5.87644 -3.44511 2.26530
H -6.63446 -2.41166 1.08986
H -5.06774 -3.32802 0.69661
H -7.16657 -6.49201 1.14887
H -8.27415 -5.47933 2.05155
H -6.56940 -5.54255 2.45777
H -9.46903 -2.54962 -0.91674
H -9.06012 -2.31792 -2.65020
H -9.61145 -3.86026 -2.05465
H -5.79312 -2.10819 -1.09464
H -6.61685 -1.55750 -2.55143
H -7.26196 -1.24688 -0.94313
H -4.67361 -3.88083 -3.25900
H -5.06745 -5.58600 -3.50231
H -6.32615 -4.41610 -3.37133
H -3.71448 -5.90311 -1.18509
H -5.10391 -6.87431 -0.83925
H -4.69556 -5.52040 0.25697
O 6.73858 0.68471 1.89926
P 6.37867 1.58194 0.72916
N 4.73878 1.53877 0.40184
C 3.94776 2.19761 -0.67794
C 3.85508 0.62940 1.22372
N 7.21763 1.19937 -0.68422
C 7.75039 -0.22368 -0.83939
C 6.94736 1.85384 -1.95480
N 6.67682 3.23841 0.92232
C 8.01277 3.78132 0.72104
C 5.95576 3.87956 2.02248
H 3.47433 1.46298 -1.30976
H 4.53922 2.95686 -1.17296
H 3.15930 2.79703 -0.19673
H 3.05732 1.25551 1.63287
H 4.39245 0.24695 2.12071
H 3.40916 -0.21381 0.64408
H 8.71207 -0.23872 -1.34848
H 7.93780 -0.57032 0.17715
H 7.05935 -0.94470 -1.31715
H 6.73404 2.92528 -1.81550
H 7.86075 1.76547 -2.60027
H 6.09365 1.36097 -2.45554
H 7.99293 4.73816 0.18479
H 8.48701 3.96500 1.68257
H 8.62741 3.07665 0.13954
H 6.42898 3.61313 2.95768
H 4.89626 3.65517 2.06879
H 6.07945 4.92958 1.83524
O -2.80535 2.42124 2.36008
P -3.84247 2.13849 3.40362
N -3.31735 2.51662 5.02511
C -2.09800 3.29432 5.23639
C -4.18675 2.27410 6.14316
N -4.39606 0.54280 3.65261
C -5.20597 -0.02996 2.58507
C -3.53455 -0.50178 4.32628
N -5.23892 3.03362 3.06618
C -5.10945 4.21955 2.20620
C -6.42067 2.92473 3.85483
H -1.43600 2.89299 6.02150
H -2.24591 4.36489 5.46486
H -1.57089 3.25584 4.29594
H -3.64083 1.83808 6.97922
H -4.98304 1.50965 5.95266
H -4.66570 3.19931 6.52779
H -4.58505 -0.16402 1.69401
H -5.56026 -0.98363 2.98696
H -6.05720 0.64183 2.39222
H -2.73884 -0.93329 3.72900
H -3.08257 -0.09269 5.22969
H -4.20247 -1.31057 4.63295
H -5.65981 4.24052 1.24134
H -5.45197 5.12448 2.69616
H -4.08611 4.35247 1.95932
H -6.45128 3.66579 4.66794
H -6.52899 1.92392 4.27409
H -7.33135 3.13657 3.28998
O 8.06231 -3.35154 -1.40348
P 7.10545 -4.11942 -0.59744
N 6.48624 -5.40900 -1.54627
C 5.26079 -6.20155 -1.33405
C 6.75413 -5.22938 -2.94189
N 5.73261 -3.26991 -0.01046
C 5.66863 -2.57662 1.25113
C 4.77099 -2.79823 -0.98854
N 7.68118 -4.76574 0.88501
C 6.74626 -5.45332 1.77217
C 9.09853 -4.99007 1.07356
H 5.40359 -7.20390 -1.74826
H 4.45317 -5.72407 -1.91042
H 4.96425 -6.28138 -0.30006
H 6.36269 -4.31108 -3.40028
H 6.37726 -6.11874 -3.44317
H 7.84838 -5.20342 -3.15223
H 4.67359 -2.21272 1.47265
H 5.92187 -3.13915 2.09692
H 6.24245 -1.64406 1.36273
H 4.96330 -1.71029 -1.13359
H 4.82438 -3.27579 -1.94930
H 3.74691 -3.08624 -0.72374
H 5.76001 -5.53599 1.30235
H 7.10726 -6.43893 2.06493
H 6.50464 -4.94860 2.73204
H 9.62769 -5.10492 0.09886
H 9.29485 -5.97492 1.59893
H 9.52484 -4.17884 1.64809
O 2.50490 2.72943 8.37395
P 2.65594 2.54028 6.90300
N 1.52652 1.40984 6.32485
C 1.00672 0.36696 7.23528
C 1.36630 1.02917 4.94499
N 4.24034 2.08739 6.50044
C 4.67238 1.72543 5.11382
C 5.10169 1.50049 7.51365
N 2.41400 3.80996 5.88391
C 3.28800 4.91803 5.94948
C 0.98757 4.21546 5.63190
H -0.00199 0.04536 6.90488
H 0.89917 0.71070 8.25659
H 1.66976 -0.52726 7.28086
H 2.11930 0.36191 4.52833
H 1.39880 1.88852 4.23976
H 0.42477 0.50179 4.79759
H 4.04779 0.91395 4.69761
H 4.47782 2.61111 4.51594
H 5.72708 1.41364 5.04036
H 4.70843 1.77037 8.51608
H 5.04994 0.39561 7.34062
H 6.14079 1.83201 7.38332
H 4.25161 4.58326 6.39291
H 3.57486 5.33385 4.96754
H 2.94870 5.71943 6.59945
H 0.42824 3.33454 5.33888
H 0.98771 4.93673 4.81394
H 0.59947 4.57705 6.59001
O 0.89444 7.14664 1.17385
P 0.11500 5.88005 1.16073
N -0.06323 5.27600 -0.38643
C -0.66343 4.00856 -0.81078
C 0.65637 6.01533 -1.44787
N -1.47474 5.81147 1.70718
C -1.67802 6.10007 3.17747
C -2.47880 6.54429 0.84315
N 0.95938 4.79782 2.13504
C 2.41430 4.78253 2.15135
C 0.39432 3.45878 2.27881
H -1.33763 3.65119 -0.03592
H 0.05083 3.21024 -0.91267
H -1.26710 4.05609 -1.72229
H 1.45378 6.60277 -1.00279
H -0.01093 6.67334 -1.97824
H 1.10953 5.27597 -2.10025
H -0.93496 5.49927 3.72638
H -1.49663 7.15979 3.47197
H -2.67496 5.75446 3.48451
H -2.45738 6.11474 -0.13028
H -3.47519 6.38823 1.30516
H -2.23680 7.62502 0.73820
H 2.78084 5.79354 2.05410
H 2.71250 4.26125 3.08462
H 2.79723 4.15094 1.30839
H 0.65921 2.68936 1.52521
H -0.68103 3.52751 2.42966
H 0.76089 3.07208 3.22941
O 0.63595 -2.48131 -5.38693
P 0.82821 -3.73412 -4.63767
N -0.61981 -4.61969 -4.60298
C -0.83604 -5.88571 -3.93829
C -1.78628 -3.76722 -4.82450
N 1.40116 -3.32971 -3.03590
C 1.17546 -4.30470 -1.98213
C 1.26768 -1.97762 -2.54469
N 2.05295 -4.79072 -5.03118
C 1.78387 -5.74498 -6.14680
C 3.39538 -4.18597 -5.11527
H -1.37608 -5.81224 -2.97373
H 0.05571 -6.45945 -3.73697
H -1.36561 -6.50688 -4.66742
H -2.13241 -3.37569 -3.83983
H -2.54410 -4.41762 -5.25382
H -1.63688 -2.92833 -5.53162
H 2.01957 -4.30766 -1.28128
H 0.23092 -4.12319 -1.47238
H 1.12377 -5.32851 -2.35404
H 2.09334 -1.61752 -1.93755
H 1.17448 -1.37900 -3.45719
H 0.31313 -1.82787 -2.00717
H 2.26929 -5.38476 -7.06946
H 2.05382 -6.78677 -5.94063
H 0.72630 -5.74157 -6.41384
H 4.08296 -5.04710 -5.21080
H 3.57038 -3.68933 -4.17016
H 3.50755 -3.48965 -5.94028
O 0.55504 -6.32978 3.42057
P 0.24346 -4.86612 3.21860
N -0.27104 -4.24124 4.70911
C -0.49112 -2.80195 4.84208
C 0.35061 -4.89174 5.88972
N -1.04061 -4.45301 2.23266
C -2.40514 -4.43710 2.78850
C -1.01500 -4.51598 0.78452
N 1.43053 -3.89111 2.59917
C 1.24341 -2.57709 1.84197
C 2.77048 -4.23748 2.98954
H -1.22917 -2.49898 5.57704
H -0.93911 -2.52838 3.87814
H 0.45087 -2.21870 4.93561
H 1.18869 -4.31441 6.27032
H 0.76336 -5.84589 5.57900
H -0.40375 -5.05774 6.68313
H -2.51057 -4.61673 3.83525
H -2.89127 -3.47773 2.51514
H -2.90970 -5.20829 2.22586
H -1.48548 -3.66384 0.23321
H 0.03125 -4.59726 0.53744
H -1.44834 -5.43582 0.42802
H 1.84629 -2.56585 0.93061
H 0.16189 -2.41010 1.69167
H 1.65249 -1.76903 2.49494
H 3.46299 -3.71414 2.34038
H 2.94254 -5.29200 2.90373
H 3.04399 -3.85410 3.98839
C -2.68076 -0.04675 -2.93164
C -3.18313 -0.81127 -1.82370
N -3.59496 -1.54174 -1.02464
H -2.95590 0.98715 -2.80953
H -3.11261 -0.44647 -3.85437
H -1.59258 -0.17125 -2.93712
C -0.40621 0.23482 1.24078
C 0.23046 0.53848 -0.03200
N 0.71125 0.78554 -1.03442
H -0.92371 -0.68161 1.12043
H -1.10736 1.02611 1.55025
H 0.39396 0.10967 2.00371
```

Summary:
SMILES: CN(C)P(=O)(N(C)C)N(C)C.CN(C)P(=O)(N(C)C)N(C)C.CN(C)P(=O)(N(C)C)N(C)C.CN(C)P(=O)(N(C)C)N(C)C.CN(C)P(=O)(N(C)C)N(C)C.CN(C)P(=O)(N(C)C)N(C)C.CN(C)P(=O)(N(C)C)N(C)C.CN(C)P(=O)(N(C)C)N(C)C.CN(C)P(=O)(N(C)C)N(C)C.CN(C)P(=O)(N(C)C)N(C)C.CC#N.CC#N
Net charge: 0
Highest occupied orbital energy in eV: -8.25
Spin multiplicity: 1
E_tot in eV: -230444.339
LUMO level in eV: 0.15
Frontier orbital gap in eV: 8.4


# 2
Here is C13H28AlN2O2Tb as an isolated structure in a non-equilibrium geometry from OMol25. Energies are from the ωB97M-V functional and the def2-TZVPD basis.

XYZ file:
```
47
C13H28AlN2O2Tb, DFT the ωB97M-V functional and the def2-TZVPD basis
C 1.59031 -1.19077 2.73230
C 2.44474 0.02007 2.42412
O 3.22621 0.40407 3.17854
N 2.19378 0.67809 1.13442
C 3.43249 0.93676 0.36738
C 3.62951 0.00585 -0.87359
C 2.58194 -1.11475 -1.06325
C 1.16682 -0.72507 -1.49203
Al 1.05834 1.22083 -2.25247
C -0.90988 1.79271 -2.04498
C -1.29989 2.13903 -0.56074
C -1.90224 0.99144 0.24928
C -3.23560 0.45665 -0.31511
N -3.70979 -0.77861 0.30278
C -3.45955 -0.86876 1.74086
C -3.28839 -1.95941 -0.41468
C -1.88734 -2.53494 -0.28626
O -4.04086 -2.49221 -1.09438
H 0.61541 -1.03696 2.27574
H 1.51352 -1.31025 3.79694
H 2.05473 -2.06024 2.27378
H 1.72656 1.54928 1.38522
H 3.44446 1.96245 0.01104
H 4.30397 0.85029 1.00539
H 4.57473 -0.49830 -0.71471
H 3.77833 0.59001 -1.77567
H 2.48281 -1.73544 -0.17316
H 2.96088 -1.75263 -1.85473
H 0.80063 -1.35926 -2.29681
H 0.48154 -0.83292 -0.65727
H 1.88855 2.31509 -1.41186
H 1.53183 1.29652 -3.76162
H -1.57441 1.07004 -2.49164
H -0.96606 2.72726 -2.60580
H -2.06418 2.93207 -0.58473
H -0.42578 2.55832 0.02108
H -1.21458 0.15705 0.37662
H -2.09077 1.38095 1.24859
H -4.00374 1.21082 -0.16122
H -3.13071 0.25856 -1.37424
H -4.00047 -1.72561 2.12592
H -2.41127 -1.01647 2.02105
H -3.88984 -0.00157 2.22416
H -1.95781 -3.61375 -0.27507
H -1.33790 -2.26787 -1.18549
H -1.36143 -2.24005 0.62003
Tb 0.68036 3.61162 0.20626
```

Summary:
Net charge: +2
Expectation value of S²: 13.03
Highest occupied orbital energy (alpha / beta) in eV: -13.72 / -13.74
Spin multiplicity: 7
E_tot in eV: -50016.670
LUMO level (alpha / beta) in eV: -10.64 / -8.36
Frontier orbital gap (alpha / beta) in eV: 3.1 / 5.4


# 3
Here is one molecule with the formula C19H19NO7 in a non-equilibrium geometry from OMol25. Energies are from the ωB97M-V functional and the def2-TZVPD basis.

XYZ file:
```
46
C19H19NO7, DFT the ωB97M-V functional and the def2-TZVPD basis
O -1.78213 2.32582 -1.43096
C -0.75540 1.68285 -1.48052
C -0.57653 0.40492 -0.76409
C 0.67330 -0.07891 -0.38748
C 0.76598 -1.25542 0.32799
C -0.36140 -1.99985 0.67435
C -1.63599 -1.51475 0.29740
C -1.71004 -0.31642 -0.39805
H -2.68501 0.05703 -0.66939
O -2.84473 -2.10115 0.51952
C -3.01320 -3.22272 1.35993
H -2.37241 -4.05533 1.05899
C -2.73794 -2.92396 2.84223
H -3.67255 -2.87428 3.42121
O -1.91702 -3.95123 3.34764
C -1.47402 -3.76790 4.66869
H -2.31857 -3.49199 5.31838
C -0.36148 -2.72023 4.85656
O 0.91146 -3.14407 4.41792
C 1.34165 -2.71682 3.15078
C 0.88096 -3.60514 1.97607
O -0.30626 -3.17710 1.34847
H 0.63233 -4.59549 2.36388
H 1.68894 -3.70325 1.24072
H 1.03034 -1.67754 2.97084
H 2.43396 -2.75094 3.20514
H -0.63685 -1.77296 4.37618
H -0.25853 -2.54281 5.93263
H -1.08627 -4.74092 4.97961
H -2.24830 -1.94258 2.91684
H -4.05778 -3.50297 1.20881
H 1.74257 -1.60937 0.61827
H 1.57205 0.47124 -0.61985
C 0.40623 2.16398 -2.29224
C 0.71474 3.51826 -2.28664
C 1.76827 3.97782 -3.06265
C 2.50218 3.11555 -3.86890
C 2.17217 1.77296 -3.89064
C 1.13555 1.29667 -3.10370
H 0.87467 0.24920 -3.13017
H 2.72569 1.09426 -4.52099
H 3.31118 3.51029 -4.46429
N 2.10975 5.38195 -3.03695
O 2.96754 5.76282 -3.80420
O 1.52352 6.08872 -2.24792
H 0.14266 4.20711 -1.68305
```

Summary:
SMILES: O=C(c1cccc([N+](=O)[O-])c1)c1ccc2c(c1)OCCOCCOCCO2
Net charge: 0
Highest occupied orbital energy in eV: -8.60
Spin multiplicity: 1
E_tot in eV: -35829.375
LUMO level in eV: -0.59
Frontier orbital gap in eV: 8.0


Look up the net charge of the third one. 0


Which value of spin multiplicity does entry 1 give? 1


Which of these has the highest net charge? C13H28AlN2O2Tb


Look up the E_tot of the first one. -230444.339 eV